Entry 1:
85
Properties=species:S:1:pos:R:3:mulliken_charge:R:1 method="wB97M-V/def2-TZVPD" e_above_lowest_kcal_mol=16.2 homo_ev=-4.619 gap_ha=0.244 total_energy_ha=-9284.79226 total_charge=-1 mol_weight_g_mol=1031.17
Zr -0.7131 -0.3005 0.6624 0.0429
N -4.4279 -1.8102 3.3912 -0.5727
C -3.4377 -1.6284 2.4418 0.8195
S -1.8478 -1.3448 3.0284 -0.4315
N -3.8338 -1.6856 1.2098 -1.4644
N -2.8366 -1.4489 0.2658 1.3678
C -3.2171 -1.7897 -0.9151 -0.9891
C -2.4209 -1.7287 -2.1201 0.9583
C -3.0443 -1.8151 -3.3686 -0.5895
C -2.3044 -1.7791 -4.5329 -0.7888
C -0.9122 -1.6835 -4.4502 -0.5043
C -0.2695 -1.6259 -3.2302 -0.7024
C -1.0200 -1.6392 -2.0448 0.2085
O -0.4240 -1.6009 -0.8761 0.0365
H -4.0912 -2.0950 4.2956 0.2569
H -5.2349 -2.3097 3.0511 0.2593
H -4.2363 -2.1682 -1.0013 0.2967
H -4.1251 -1.9010 -3.4078 0.4250
H -2.7946 -1.8320 -5.4961 0.3973
H -0.3224 -1.6577 -5.3591 0.4294
H 0.8071 -1.5502 -3.1474 0.5210
C 2.5593 -0.1536 2.7846 -1.1532
C 1.3933 0.6681 3.2002 -0.2043
N 0.2362 0.7873 2.5950 1.8574
C -0.6153 1.6374 3.2839 -0.6373
C -0.0923 2.1647 4.4164 -0.5534
S 1.4928 1.5820 4.6470 -0.2836
C -1.9638 1.9131 2.7854 -0.4565
C -2.7927 2.8614 3.2852 -0.3628
S -4.2304 2.9055 2.3728 -0.2864
C -3.6436 1.6512 1.3562 0.2013
N -2.4609 1.2213 1.6989 1.2767
C -4.4776 1.2048 0.2014 -1.2441
H 2.6240 -0.2131 1.6975 -0.4703
H 2.4394 -1.1708 3.1586 0.3202
H 3.4790 0.2707 3.1861 0.6109
H -0.5602 2.8402 5.1101 0.4648
H -2.6134 3.5378 4.1019 0.4476
H -5.2438 1.9497 -0.0120 0.5506
H -4.9532 0.2524 0.4371 0.2826
H -3.8480 1.0692 -0.6755 0.0541
O 5.4569 -2.9127 0.8858 -0.7046
S 4.3268 -3.1251 0.0219 1.0734
O 4.5104 -2.9363 -1.3894 -0.6842
N 3.0409 -2.2657 0.5741 -0.1812
C 2.0832 -3.0344 0.9911 0.8045
S 0.6087 -2.5701 1.7176 -0.6689
C 2.3676 -4.5121 0.8661 0.1543
C 1.5651 -5.5904 1.1972 -0.6157
C 2.0605 -6.8694 0.9764 -0.6616
C 3.3275 -7.0658 0.4323 -0.4482
C 4.1293 -5.9822 0.0950 -0.6463
C 3.6197 -4.7214 0.3268 0.0648
H 0.5802 -5.4201 1.6108 0.4734
H 1.4518 -7.7291 1.2269 0.3799
H 3.6898 -8.0726 0.2669 0.3735
H 5.1130 -6.1195 -0.3339 0.4228
Br -1.8867 5.2271 -0.2215 -0.2089
C -1.5168 4.3497 -1.8655 0.5415
C -1.5078 5.1401 -3.0063 -0.6225
C -1.2833 4.5594 -4.2440 -0.5152
C -1.0852 3.1890 -4.3447 -0.9235
C -1.1074 2.4093 -3.2026 -0.2270
C -1.3131 2.9787 -1.9456 -0.1872
C -1.2235 2.0689 -0.7629 0.7047
O -0.7362 2.4307 0.3070 0.1249
O -1.6170 0.8617 -0.9493 0.0703
H -1.6763 6.2041 -2.9163 0.4246
H -1.2661 5.1835 -5.1284 0.3817
H -0.9090 2.7280 -5.3075 0.4181
H -0.9438 1.3401 -3.2516 0.2770
C 3.0997 3.3164 -1.6912 -1.1960
Si 2.8209 2.3482 -0.0980 0.8276
C 4.5249 1.8052 0.5238 -1.2010
C 2.1076 3.5597 1.1555 -0.6860
Se 1.5659 0.5744 -0.6659 -0.9198
H 3.7794 4.1586 -1.5296 0.3977
H 2.1492 3.7014 -2.0688 0.2172
H 3.5270 2.6700 -2.4605 0.2540
H 5.3055 2.4304 0.0815 0.4118
H 4.7304 0.7671 0.2572 0.2367
H 4.6051 1.8983 1.6087 0.2965
H 2.6829 4.4916 1.1446 0.5132
H 2.1495 3.1664 2.1722 0.1656
H 1.0710 3.7843 0.9174 -0.1029

---

Entry 2:
81
Properties=species:S:1:pos:R:3:mulliken_charge:R:1 method="wB97M-V/def2-TZVPD" multiplicity=2 s_squared=0.76 e_above_lowest_kcal_mol=77.5 homo_ev="-6.162 / -7.886" gap_ha="0.102 / 0.165" total_energy_ha=-3265.13775 total_charge=+1 mol_weight_g_mol=903.61
Rh -2.9184 0.5041 0.2578 0.7833
O -4.7975 0.9731 0.0477 -0.7555
N -5.7084 0.2324 -0.5513 0.6561
C -6.9457 0.7734 -0.6667 -0.3339
C -7.9518 0.1188 -1.3128 -0.7439
C -7.7103 -1.1435 -1.8671 -0.2365
C -6.4669 -1.7008 -1.7092 -0.8225
C -5.4460 -1.0223 -1.0332 0.5431
S -3.9121 -1.7343 -0.8173 -0.2556
H -7.0476 1.7526 -0.2247 0.5015
H -8.9223 0.5741 -1.3868 0.4258
H -8.4812 -1.6667 -2.4045 0.4131
H -6.2279 -2.6718 -2.1046 0.4319
F 2.2360 -3.4300 -0.6953 -0.3481
C 2.3699 -2.1916 -0.1401 0.1651
C 1.2053 -1.4728 0.0323 -0.3737
C 1.2218 -0.2114 0.6498 0.9778
C -0.0140 0.4926 0.8657 1.1967
O -1.0872 -0.0840 0.4077 -0.7544
C 0.0777 1.6867 1.6293 0.1305
C 1.3002 2.1341 2.0377 -0.5036
N 2.4803 1.5116 1.7394 0.2255
C 3.6684 2.0516 2.3256 -0.1336
C 3.8716 3.5328 2.2529 -0.9876
C 4.7643 2.6208 1.4686 -0.5729
C 2.4692 0.3022 1.0751 -0.3510
C 3.6342 -0.4131 0.8251 -0.9050
C 3.6161 -1.6949 0.2254 -0.9648
N 4.8514 -2.3617 -0.0101 0.1832
C 5.8230 -2.3964 1.0670 -0.5698
C 7.2279 -2.3414 0.4337 -0.7833
N 7.1168 -2.8718 -0.9504 -0.1173
C 6.2728 -4.0897 -0.9614 -0.7637
C 4.8249 -3.6380 -0.7129 -0.7883
C -1.1294 2.5299 2.1182 0.1409
O -0.8718 3.3217 3.0135 -0.7673
O -2.2224 2.3305 1.5525 -0.4111
H 0.2597 -1.8792 -0.2855 0.6460
H 1.3618 3.0195 2.6488 0.8904
H 3.9588 1.5411 3.2411 0.4163
H 4.2593 4.0411 3.1208 0.2711
H 3.1446 4.1062 1.6986 0.3532
H 5.7833 2.4843 1.8021 0.3067
H 4.6380 2.5834 0.3971 0.2635
H 4.5807 0.0276 1.0906 0.8286
H 5.7143 -3.3077 1.6717 0.3026
H 5.6802 -1.5461 1.7295 0.4513
H 7.9315 -2.9545 0.9963 0.3603
H 7.6127 -1.3218 0.3840 0.4399
H 8.0388 -3.0338 -1.3631 0.3416
H 6.6150 -2.1681 -1.5077 0.3794
H 6.6308 -4.7620 -0.1813 0.3305
H 6.3527 -4.6042 -1.9188 0.3871
H 4.2944 -4.4217 -0.1544 0.4605
H 4.3118 -3.4942 -1.6666 0.5271
I -6.9640 -1.3144 4.3373 0.0981
C -4.9260 -1.1548 3.8250 -0.5526
C -3.9378 -1.7133 4.6230 -0.0961
C -2.6248 -1.5750 4.1922 -1.0441
C -2.3621 -0.9294 2.9991 -0.0774
N -3.3214 -0.3961 2.2371 0.2105
C -4.5808 -0.4881 2.6659 -0.0184
H -4.1818 -2.2359 5.5345 0.4251
H -1.8115 -1.9773 4.7750 0.4450
H -1.3491 -0.8428 2.6368 0.3680
H -5.3408 -0.0036 2.0716 0.4170
N -2.0497 2.9762 -6.4287 -0.4181
C -1.5695 3.3971 -5.2157 0.4525
S -0.4791 4.7148 -5.2676 -0.4863
C -1.8949 2.7571 -4.0104 1.0443
C -2.8096 1.6698 -3.9233 -1.2133
C -3.0479 1.0645 -2.7268 -0.7065
N -2.4728 1.4362 -1.5627 0.3819
C -1.6211 2.4887 -1.6149 -0.5477
C -1.3150 3.1473 -2.7681 -1.0564
H -1.9362 3.6263 -7.1904 0.2145
H -2.8999 2.4380 -6.4440 0.1748
H -3.3170 1.3033 -4.8012 0.2064
H -3.7225 0.2206 -2.6900 0.4261
H -1.1821 2.7976 -0.6764 0.4363
H -0.6219 3.9768 -2.7573 0.4286

---

Entry 3:
71
Properties=species:S:1:pos:R:3:mulliken_charge:R:1 method="wB97M-V/def2-TZVPD" homo_ev="-6.999 / -6.999" gap_ha="0.221 / 0.221" total_energy_ha=-2515.01169 total_charge=0 mol_weight_g_mol=753.90
Pd 0.5425 -0.0176 -0.3523 -1.0781
C -0.2565 -2.3481 1.9689 -1.0025
P -0.6410 -2.1363 0.1419 1.8651
C -1.9086 -3.4434 -0.0687 0.1414
C -1.6103 -4.7649 0.2506 -0.0674
C -2.5772 -5.7419 0.1216 -0.7323
C -3.8462 -5.4046 -0.3256 -0.4647
C -4.1527 -4.0888 -0.6285 -0.6809
C -3.1837 -3.1074 -0.5021 -0.2941
C 0.7767 -2.9275 -0.6935 0.0861
C 2.0712 -2.5650 -0.3060 0.0710
C 3.1579 -3.0155 -1.0359 -0.6864
C 2.9661 -3.7904 -2.1694 -0.6079
C 1.6853 -4.1279 -2.5707 -0.7151
C 0.5928 -3.6975 -1.8385 -0.5373
C -0.1383 -0.9792 2.5536 -0.3132
C -0.4836 -0.4453 3.7926 -1.1581
C -0.2821 0.9391 3.7000 -1.1484
C 0.1807 1.1914 2.4139 0.0699
C 0.4406 2.4523 1.6573 -1.2620
P -0.4220 2.1805 0.0216 1.8089
C -2.1270 2.5899 0.5131 0.0385
C -3.1291 1.6393 0.3724 -0.4242
C -4.4168 1.9235 0.7963 -0.5457
C -4.6986 3.1540 1.3672 -0.4625
C -3.6991 4.1039 1.5117 -0.8030
C -2.4158 3.8263 1.0825 -0.1399
C 0.0877 3.5051 -1.1050 0.5842
C 1.4299 3.5331 -1.4888 -0.0689
C 1.8434 4.3841 -2.4941 -0.7200
C 0.9214 5.1998 -3.1330 -0.4785
C -0.4130 5.1638 -2.7658 -0.7182
C -0.8365 4.3100 -1.7653 -0.6122
N 0.2826 0.0179 1.7494 1.4703
H 0.6699 -2.9314 2.0699 0.3320
H -1.0667 -2.9074 2.4457 0.5641
H -0.6156 -5.0196 0.5902 0.3707
H -2.3450 -6.7673 0.3728 0.4031
H -4.5946 -6.1742 -0.4400 0.3902
H -5.1488 -3.8296 -0.9599 0.4167
H -3.4115 -2.0768 -0.7450 0.3333
H 2.2200 -1.9462 0.5823 0.0914
H 4.1649 -2.7497 -0.7444 0.3287
H 3.8174 -4.1204 -2.7452 0.3920
H 1.5339 -4.7092 -3.4685 0.3885
H -0.4097 -3.9381 -2.1653 0.4257
H -0.8247 -0.9992 4.6467 0.5125
H -0.4505 1.6793 4.4596 0.5028
H 1.5086 2.5791 1.4540 0.4599
H 0.0544 3.3319 2.1775 0.6194
H -2.8865 0.6779 -0.0707 0.2106
H -5.2024 1.1882 0.6923 0.4201
H -5.7013 3.3801 1.6997 0.3920
H -3.9169 5.0594 1.9675 0.3946
H -1.6333 4.5670 1.1783 0.4049
H 2.1330 2.8618 -1.0118 0.0034
H 2.8782 4.4000 -2.8021 0.3946
H 1.2404 5.8452 -3.9371 0.3743
H -1.1334 5.7851 -3.2767 0.3872
H -1.8829 4.2546 -1.5028 0.3555
I 1.1641 0.0321 -2.8654 -0.4067
C 4.5850 -0.0164 1.3451 -1.3302
C 3.8241 0.6429 0.2210 0.6754
C 4.5679 0.9446 -1.0446 -1.2031
O 2.6415 0.9210 0.3383 0.0038
H 5.6448 0.2201 1.3032 0.4651
H 4.4660 -1.0983 1.2673 0.2594
H 4.1710 0.2874 2.3064 0.3228
H 5.5480 0.4836 -1.0730 0.4591
H 4.6748 2.0255 -1.1449 0.3264
H 3.9719 0.6028 -1.8918 0.1457